The following is a DFT calculation (ωB97M-V with the def2-TZVPD basis set) of C26H21BeF5NO7S2 as an isolated structure.

The geometry in XYZ format:
```
63
Properties=species:S:1:pos:R:3:forces:R:3
Be 0.82159 -0.94098 0.30259 -0.238 -0.544 0.246
C -2.15412 -0.60265 -5.47410 -0.016 0.003 -0.017
O -2.12861 -1.96366 -5.09471 0.016 0.011 -0.020
C -1.56312 -2.25830 -3.89141 -0.047 0.003 -0.054
C -1.54842 -3.62992 -3.56508 0.032 -0.023 0.070
C -1.01083 -4.00858 -2.36716 -0.023 -0.036 -0.048
C -0.45942 -3.08522 -1.45637 0.033 0.020 0.040
C 0.07825 -3.48000 -0.17717 -0.091 -0.010 -0.037
C -0.03090 -4.88920 0.34850 -0.011 0.005 0.026
O 0.63261 -2.68018 0.58822 0.123 0.133 -0.081
C -0.47269 -1.69888 -1.79904 -0.072 0.007 0.029
O -0.02089 -0.77289 -1.03598 0.014 0.017 -0.154
C -1.04671 -1.31663 -3.04100 0.032 0.029 0.066
H -2.61751 -0.57152 -6.45725 -0.003 0.003 -0.003
H -1.14404 -0.18904 -5.53334 -0.007 0.004 0.004
H -2.74476 -0.00636 -4.77362 0.013 0.000 0.001
H -1.96527 -4.34391 -4.26145 0.002 0.006 0.004
H -1.00982 -5.06135 -2.12197 0.003 -0.003 0.000
H -0.39543 -5.62419 -0.36068 0.007 0.008 -0.015
H -0.71105 -4.85122 1.20154 -0.005 -0.003 -0.013
H 0.94736 -5.18891 0.72244 0.001 0.008 0.007
H -1.05616 -0.25737 -3.25315 0.010 -0.023 0.007
O 0.72968 1.85175 0.00710 0.155 0.078 0.199
S -0.19157 2.28644 -1.06865 -0.110 0.010 -0.209
C -1.30039 3.48929 -0.28855 -0.052 0.044 0.011
C -0.41008 4.67967 0.03277 0.018 -0.065 0.002
C 0.31044 4.98999 -1.28024 -0.012 -0.002 -0.041
C 0.70648 3.64792 -1.91758 -0.005 0.033 0.019
H -1.75273 2.98022 0.56054 0.029 0.005 -0.021
H -2.07969 3.74124 -1.01566 0.013 0.006 0.003
H 0.30561 4.37741 0.79974 0.005 0.022 0.000
H -0.97470 5.53502 0.40794 -0.009 0.002 -0.013
H 1.17707 5.63674 -1.13833 0.006 -0.011 0.023
H -0.37908 5.51518 -1.94739 0.008 0.014 0.010
H 1.74854 3.37616 -1.75172 0.002 0.017 -0.001
H 0.50559 3.61097 -2.98911 -0.016 -0.034 0.021
O 1.48921 0.60532 3.00728 -0.048 -0.060 0.002
C 0.34592 0.27806 2.77511 0.032 0.083 0.222
N -0.12030 -0.35762 1.65697 0.176 0.107 -0.140
S -1.73815 -0.41530 1.58924 0.008 0.034 0.022
O -2.29130 0.60949 0.73371 -0.052 -0.057 -0.021
O -2.21790 -1.75710 1.37981 0.005 -0.011 -0.012
C -1.99077 0.10667 3.26162 -0.044 -0.039 -0.033
C -3.16296 0.18096 3.98780 0.042 0.055 0.047
C -3.07070 0.67757 5.28258 -0.028 -0.009 0.001
C -1.84522 1.08424 5.80767 0.003 0.011 0.027
C -0.68114 1.00054 5.05498 0.022 0.002 -0.055
C -0.77356 0.50108 3.76799 -0.029 -0.024 -0.036
H -4.10864 -0.13619 3.56833 0.011 -0.003 -0.009
H -3.96058 0.74833 5.89602 -0.003 -0.003 -0.013
H -1.80640 1.46648 6.82041 0.012 -0.003 -0.004
H 0.28230 1.30366 5.44401 -0.006 0.004 0.000
F 2.92539 -1.84323 2.30748 0.019 0.009 -0.001
C 3.42501 -1.12367 1.27910 -0.026 -0.024 -0.003
C 2.58945 -0.69386 0.26630 0.108 0.232 -0.095
C 3.22991 -0.00265 -0.74444 0.035 -0.006 0.052
F 2.54403 0.44559 -1.82428 -0.004 -0.001 -0.003
C 4.58630 0.28278 -0.75131 -0.033 -0.028 0.013
F 5.15922 0.96794 -1.76190 0.001 0.008 -0.002
C 5.36865 -0.15353 0.29935 0.020 0.009 -0.013
F 6.68879 0.10376 0.31484 0.026 0.004 -0.001
C 4.78567 -0.86983 1.32647 -0.049 -0.024 0.002
F 5.55255 -1.30652 2.34418 -0.001 0.003 -0.007
```
Forces are in eV/Å.

Summary:
- E_HOMO: -5.317 eV
- Molecular weight: 627.59 g/mol
- Net charge: -1

Here is what Löwdin gives for the atomic charges, in e:
1 Be 0.113
2 C -0.093
3 O -0.083
4 C -0.281
5 C -0.027
6 C -0.033
7 C -0.079
8 C -0.320
9 C 0.015
10 O 0.057
11 C -0.262
12 O -0.056
13 C 0.068
14 H 0.086
15 H 0.094
16 H 0.095
17 H 0.106
18 H 0.097
19 H 0.057
20 H 0.098
21 H 0.092
22 H 0.106
23 O -0.488
24 S 0.934
25 C -0.328
26 C -0.248
27 C -0.238
28 C -0.301
29 H 0.073
30 H 0.096
31 H 0.111
32 H 0.106
33 H 0.103
34 H 0.101
35 H 0.086
36 H 0.077
37 O 0.093
38 C -0.467
39 N -0.057
40 S 0.668
41 O -0.303
42 O -0.283
43 C -0.208
44 C -0.040
45 C -0.087
46 C -0.082
47 C -0.005
48 C -0.118
49 H 0.117
50 H 0.097
51 H 0.097
52 H 0.119
53 F 0.071
54 C -0.224
55 C 0.032
56 C -0.215
57 F 0.056
58 C -0.152
59 F 0.081
60 C -0.151
61 F 0.089
62 C -0.149
63 F 0.086



The following is a DFT calculation (ωB97M-V with the def2-TZVPD basis set) of C26H21ClF6N10O9RuSb as an isolated structure in a non-equilibrium geometry.

The geometry in XYZ format:
```
75
Properties=species:S:1:pos:R:3:forces:R:3
Ru -0.38943 0.83455 -0.34878 -0.770 -0.972 0.115
C -1.71406 2.96402 4.62428 0.028 -0.022 0.028
N -1.59117 2.07051 3.47091 0.017 -0.020 -0.020
C -1.28868 2.33994 2.21469 -0.079 0.060 -0.026
N -1.20014 1.19222 1.54216 0.073 0.019 -0.030
C -1.46560 0.22623 2.48288 0.017 0.015 0.077
N -1.70477 0.73358 3.65561 0.037 -0.006 -0.033
C -0.37897 3.24817 5.28182 -0.016 -0.044 0.063
C -0.23701 3.07378 6.66326 0.013 -0.016 0.001
C 0.96670 3.33337 7.30989 0.012 0.003 -0.012
C 2.05908 3.76780 6.58705 -0.031 0.021 -0.003
C 1.92421 3.94829 5.20014 0.035 -0.024 0.015
C 0.70368 3.68804 4.55565 -0.002 0.019 -0.048
C 3.03988 4.38143 4.43727 0.002 0.006 0.025
N 4.28950 4.63672 4.85465 0.041 0.000 -0.051
N 4.99571 4.97526 3.79965 -0.031 -0.016 0.040
C 4.17571 4.93822 2.73580 0.003 -0.014 0.052
O 2.93106 4.57338 3.11258 -0.025 0.015 -0.029
C 4.46992 5.17077 1.37932 0.052 0.002 -0.030
C 5.80404 5.36102 0.96919 -0.061 -0.005 0.012
C 6.07072 5.43705 -0.38199 -0.010 0.009 -0.029
C 5.03966 5.29527 -1.30307 0.024 -0.057 0.009
C 3.70166 5.11918 -0.90295 0.044 -0.064 -0.033
C 2.66478 4.91944 -1.98358 0.101 0.057 -0.103
N 1.43113 4.27361 -1.52934 -0.015 -0.052 -0.100
C 1.30016 3.28832 -0.67137 0.002 -0.213 0.009
N 0.03706 2.83393 -0.71933 0.151 0.148 -0.347
C -0.54171 3.59999 -1.71298 -0.022 0.012 0.170
N 0.26800 4.48353 -2.20430 0.071 0.050 0.056
C 3.42302 5.09794 0.43621 -0.020 0.004 0.031
H -2.36876 2.44680 5.32083 -0.061 0.045 -0.020
H -2.21091 3.87848 4.30022 0.043 0.009 -0.039
H -1.15955 3.32745 1.80435 0.029 -0.003 0.021
H -1.45032 -0.83031 2.28035 0.000 0.007 -0.010
H -1.08100 2.72135 7.24398 0.000 0.000 -0.002
H 1.04648 3.18458 8.37735 0.000 0.004 0.000
H 3.00739 3.97297 7.06490 0.004 -0.014 0.003
H 0.64142 3.82986 3.48424 -0.009 -0.017 0.002
H 6.59173 5.41728 1.70815 0.002 -0.011 -0.001
H 7.08520 5.57133 -0.72928 -0.003 0.003 -0.002
H 5.27564 5.30899 -2.36100 0.009 -0.006 0.004
H 3.08571 4.27485 -2.75824 -0.015 0.046 -0.013
H 2.36968 5.85825 -2.45105 -0.039 0.012 0.052
H 2.08902 2.89164 -0.06019 0.116 -0.128 0.049
H -1.56227 3.48709 -2.03360 0.023 0.007 -0.020
H 2.41141 5.00390 0.80143 -0.010 -0.012 0.009
C -4.01382 2.42122 -2.04033 0.009 -0.004 -0.033
C -3.64879 0.99081 -1.87288 -0.072 0.065 0.075
N -2.63902 0.49440 -1.17670 0.208 0.005 -0.013
C -2.70378 -0.87651 -1.31760 0.020 0.012 -0.002
C -3.77404 -1.21271 -2.09229 -0.027 0.040 -0.048
N -4.34618 -0.02133 -2.42554 0.035 -0.010 0.033
C -4.41410 -2.46133 -2.62824 -0.011 -0.062 0.011
O -3.89342 -3.62075 -2.28656 0.017 0.075 -0.015
O -5.37292 -2.32761 -3.33479 0.004 0.009 0.022
C -1.69337 -1.72558 -0.69351 -0.119 -0.301 -0.046
O -1.68094 -2.92118 -0.69105 0.037 0.149 -0.029
O -0.74958 -0.99305 -0.04038 0.219 0.626 0.099
H -3.63187 3.00788 -1.20723 -0.019 -0.008 0.012
H -5.09571 2.54012 -2.07115 0.001 0.003 0.014
H -3.61502 2.81535 -2.97721 -0.003 -0.004 -0.006
H -5.17624 0.02700 -3.00666 -0.013 0.005 -0.002
H -3.10110 -3.53092 -1.71936 0.003 -0.042 0.014
O 3.43295 0.22869 2.31090 -0.092 0.122 0.177
Cl 2.20416 0.16273 1.64087 0.384 -0.295 -0.591
O 1.55843 1.47379 1.54010 -0.043 0.045 -0.132
O 2.43302 -0.25116 0.17542 -0.070 0.279 0.544
O 1.28823 -0.77049 2.17094 -0.095 -0.095 0.023
F -0.07331 0.50537 -2.12259 0.353 0.174 0.049
Sb 4.24985 0.25486 -0.94314 -0.141 0.515 -0.225
F 3.01613 1.31092 -1.93676 -0.232 0.091 0.113
F 3.76338 -1.21870 -1.95410 -0.030 -0.063 -0.042
F 5.66412 0.87936 -1.97524 0.037 -0.190 0.052
F 5.18786 -0.77699 0.27245 0.096 -0.021 0.076
F 4.36595 1.77650 0.19509 -0.185 0.024 0.032
```
Forces are in eV/Å.

Summary:
- E_HOMO (spin up / spin down): -14.780 / -15.220 eV
- Molecular weight: 989.79 g/mol
- Multiplicity: 6
- Net charge: +2
- Energy above the lowest of the compared OMol25 structures with the same formula, charge and spin: 35.3 kcal per mole

Here is what Löwdin gives for the atomic charges, in e:
1 Ru 1.808
2 C -0.035
3 N -0.079
4 C -0.116
5 N -0.078
6 C -0.148
7 N 0.183
8 C -0.164
9 C 0.035
10 C -0.006
11 C 0.043
12 C -0.112
13 C 0.055
14 C -0.196
15 N 0.181
16 N 0.188
17 C -0.194
18 O 0.159
19 C -0.104
20 C 0.057
21 C 0.003
22 C 0.052
23 C -0.159
24 C -0.023
25 N -0.065
26 C -0.135
27 N -0.074
28 C -0.146
29 N 0.175
30 C 0.042
31 H 0.138
32 H 0.147
33 H 0.144
34 H 0.132
35 H 0.135
36 H 0.130
37 H 0.136
38 H 0.116
39 H 0.138
40 H 0.133
41 H 0.141
42 H 0.150
43 H 0.151
44 H 0.104
45 H 0.101
46 H 0.124
47 C 0.012
48 C -0.307
49 N 0.092
50 C -0.143
51 C -0.030
52 N 0.212
53 C -0.452
54 O 0.188
55 O 0.162
56 C -0.447
57 O 0.189
58 O -0.188
59 H 0.078
60 H 0.101
61 H 0.098
62 H 0.193
63 H 0.094
64 O -0.227
65 Cl 0.729
66 O -0.403
67 O -0.455
68 O -0.253
69 F -0.355
70 Sb 1.454
71 F -0.353
72 F -0.297
73 F -0.317
74 F -0.293
75 F -0.348



The following is a DFT calculation (ωB97M-V with the def2-TZVPD basis set) of C26H21ClHoN2O5 as an isolated structure in a non-equilibrium geometry.

The geometry in XYZ format:
```
56
Properties=species:S:1:pos:R:3:forces:R:3
Ho -0.40945 -0.65066 0.44459 0.647 0.499 -5.051
C 0.41263 0.21438 -2.74371 -0.152 0.006 -0.103
O 0.98325 -0.15084 -1.46856 0.016 0.219 0.035
C 2.22646 0.41304 -1.13058 0.243 0.131 0.809
C 3.22634 0.66804 -2.04113 0.204 0.000 -0.180
C 4.45391 1.15039 -1.59506 -0.109 -0.012 0.071
C 4.69216 1.34730 -0.24077 0.065 -0.035 -0.160
C 3.69469 1.09570 0.67897 -0.390 -0.078 -0.057
C 2.44368 0.64655 0.24689 1.012 0.248 -0.756
N 1.37019 0.40001 1.07603 0.536 0.536 3.207
N 1.54334 0.48969 2.38420 0.413 0.147 -2.210
C 0.50681 0.32622 3.21709 -1.526 -0.059 -0.435
C -0.90984 0.39449 2.84132 1.177 0.555 0.834
O -1.27988 0.65326 1.60929 -1.304 1.754 1.856
C -1.88947 0.26315 3.85181 -0.216 0.003 -0.063
C -1.55123 0.02597 5.14969 0.464 0.050 -0.151
C -0.18503 -0.06127 5.56152 -0.099 0.185 -0.342
C 0.16045 -0.31460 6.89209 0.484 0.186 0.445
C 1.48458 -0.36648 7.28006 -0.537 0.061 0.232
C 2.49616 -0.15411 6.34448 -0.069 0.103 -0.368
C 2.17978 0.09067 5.02522 0.046 -0.088 0.143
C 0.84071 0.12918 4.60856 0.130 -0.068 0.233
H 1.17576 0.33876 -3.50204 0.023 -0.060 0.013
H -0.15059 1.14311 -2.64650 0.049 0.025 0.026
H -0.24311 -0.59959 -3.04546 -0.011 -0.005 0.033
H 3.10083 0.48331 -3.09823 -0.046 -0.001 0.022
H 5.22496 1.36617 -2.32129 0.019 -0.044 0.010
H 5.66195 1.69032 0.09179 -0.021 0.042 0.006
H 3.83964 1.24451 1.73956 0.050 0.051 -0.026
H -2.92150 0.36940 3.54313 -0.010 -0.003 0.024
H -2.33081 -0.07355 5.89535 0.007 -0.036 0.033
H -0.63114 -0.47103 7.61491 0.042 0.086 0.035
H 1.74168 -0.56415 8.31207 -0.046 -0.011 -0.028
H 3.53176 -0.17736 6.65487 0.012 -0.007 0.002
H 2.95243 0.26156 4.29021 0.045 -0.074 0.072
C 1.73844 -5.63786 3.52766 -0.102 0.062 0.032
C 1.08181 -4.79999 4.58730 0.019 -0.057 -0.076
C 1.66239 -4.62723 5.83227 -0.061 0.101 0.029
C 1.03728 -3.85709 6.80455 -0.101 -0.038 -0.147
Cl 1.78235 -3.66395 8.35589 0.046 0.006 0.082
C -0.17389 -3.25081 6.54356 0.031 -0.223 0.132
C -0.76652 -3.41222 5.29813 -0.078 -0.010 -0.007
C -0.14672 -4.18037 4.32719 0.291 0.139 0.250
O -0.65477 -4.40579 3.07128 -0.170 -0.184 0.065
C -1.68384 -3.59198 2.60161 0.147 0.165 -0.145
C -1.14593 -2.65518 1.54266 -0.419 -1.362 0.468
O -1.91358 -2.16294 0.66881 -1.199 -1.054 0.271
O 0.07986 -2.31181 1.56677 0.454 -1.467 1.125
H 2.69943 -6.01182 3.87370 0.006 0.000 -0.015
H 1.88551 -5.05458 2.61771 0.027 -0.040 -0.019
H 1.10319 -6.48690 3.27106 0.044 -0.015 -0.048
H 2.61700 -5.08737 6.05043 -0.008 -0.035 -0.007
H -0.65908 -2.66084 7.30894 -0.004 -0.195 -0.060
H -1.71980 -2.92915 5.12655 0.051 -0.069 0.087
H -2.10148 -2.94859 3.38017 -0.156 -0.023 -0.197
H -2.48908 -4.19399 2.18178 0.034 -0.004 -0.030
```
Forces are in eV/Å.

Summary:
- E_HOMO (spin up / spin down): -10.603 / -10.604 eV
- Molecular weight: 641.85 g/mol
- Multiplicity: 5
- Net charge: +1

Here is what Löwdin gives for the atomic charges, in e:
1 Ho 1.669
2 C -0.013
3 O -0.227
4 C -0.193
5 C -0.004
6 C -0.048
7 C -0.056
8 C 0.010
9 C -0.192
10 N -0.092
11 N 0.150
12 C -0.149
13 C -0.307
14 O -0.170
15 C 0.007
16 C 0.025
17 C -0.171
18 C -0.048
19 C -0.077
20 C -0.039
21 C -0.004
22 C -0.090
23 H 0.087
24 H 0.111
25 H 0.106
26 H 0.116
27 H 0.116
28 H 0.116
29 H 0.114
30 H 0.132
31 H 0.133
32 H 0.122
33 H 0.102
34 H 0.116
35 H 0.105
36 C -0.019
37 C -0.186
38 C -0.049
39 C -0.656
40 Cl 0.698
41 C -0.115
42 C -0.005
43 C -0.207
44 O -0.013
45 C -0.072
46 C -0.557
47 O -0.066
48 O -0.068
49 H 0.083
50 H 0.085
51 H 0.092
52 H 0.117
53 H 0.099
54 H 0.104
55 H 0.121
56 H 0.157